C21H34N2O6S | ωB97M-V with the def2-TZVPD basis set

Lowest unoccupied orbital energy ... 0.51 eV
HOMO-LUMO gap ... 9.51 eV
Molecular weight ... 442.6 g mol⁻¹
Maximum force ... 0.89 eV/A
Relative energy (zero: lowest compared OMol25 entry of this formula, charge and spin) ... 29.9 kcal per mole
HOMO ... -9.0027 eV
Net charge ... 0
SMILES string ... Cc1ccc(S(=O)(=O)N[C@H](CC(C)C)C(=O)N2CCOCCOCCOCC2)cc1

Atoms and positions in Å:
C (-5.7405, -2.4569, -1.1945)
C (-4.3321, -2.2063, -0.7527)
C (-3.9324, -2.5620, 0.5336)
C (-2.6332, -2.3429, 0.9524)
C (-1.7329, -1.7628, 0.0798)
S (-0.0703, -1.4572, 0.6475)
O (0.2929, -2.4747, 1.5919)
O (0.7839, -1.2806, -0.4927)
N (-0.0820, -0.0528, 1.5299)
C (-0.5453, 1.2070, 0.9821)
C (-2.0713, 1.2913, 0.8281)
C (-2.6283, 2.6972, 1.0793)
C (-2.0650, 3.7050, 0.0814)
C (-4.1525, 2.6601, 0.9850)
C (0.1599, 1.4006, -0.3737)
O (-0.4572, 1.2744, -1.4168)
N (1.4530, 1.7823, -0.3503)
C (2.3101, 1.8170, 0.8170)
C (3.1801, 0.5590, 0.8987)
O (3.2092, 0.0535, 2.2212)
C (4.0862, -1.0436, 2.3404)
C (3.8670, -2.1595, 1.3046)
O (4.5508, -1.8310, 0.1069)
C (3.8746, -2.0481, -1.1156)
C (4.3310, -0.9944, -2.1402)
O (3.8874, 0.3199, -1.8952)
C (2.5549, 0.6037, -2.2863)
C (2.1066, 1.9256, -1.6448)
C (-2.0989, -1.4114, -1.2032)
C (-3.4023, -1.6350, -1.6145)
H (-5.9022, -3.5254, -1.3347)
H (-6.4460, -2.1111, -0.4416)
H (-5.9511, -1.9524, -2.1335)
H (-4.6467, -3.0134, 1.2065)
H (-2.2991, -2.6262, 1.9384)
H (-0.3738, -0.2410, 2.4754)
H (-0.2262, 1.9959, 1.6734)
H (-2.3409, 0.9818, -0.1831)
H (-2.5346, 0.5951, 1.5328)
H (-2.3506, 3.0109, 2.0936)
H (-2.5364, 4.6759, 0.2180)
H (-2.2483, 3.3665, -0.9349)
H (-0.9916, 3.8253, 0.2064)
H (-4.4580, 2.3600, -0.0146)
H (-4.5722, 3.6413, 1.1934)
H (-4.5673, 1.9511, 1.6983)
H (1.7236, 1.8615, 1.7314)
H (2.9264, 2.7188, 0.7540)
H (4.2014, 0.7512, 0.5499)
H (2.7192, -0.1806, 0.2462)
H (5.1282, -0.7015, 2.2412)
H (3.9231, -1.4350, 3.3462)
H (4.2828, -3.0947, 1.7053)
H (2.7937, -2.3019, 1.1398)
H (4.1321, -3.0433, -1.5110)
H (2.7888, -2.0048, -0.9821)
H (4.0211, -1.3219, -3.1428)
H (5.4217, -0.9331, -2.1013)
H (1.8643, -0.1903, -1.9905)
H (2.5196, 0.7043, -3.3822)
H (2.9801, 2.5666, -1.5216)
H (1.3843, 2.4031, -2.3110)
H (-1.3691, -0.9511, -1.8499)
H (-3.6999, -1.3590, -2.6151)

=====

C10H12N2OS | ωB97M-V with the def2-TZVPD basis set

Lowest unoccupied orbital energy ... 0.79 eV
HOMO-LUMO gap ... 8.85 eV
Molecular weight ... 208.3 g mol⁻¹
Maximum force ... 4.59 eV/A
Relative energy (zero: lowest compared OMol25 entry of this formula, charge and spin) ... 3.8 kcal per mole
HOMO ... -8.0606 eV
Net charge ... 0
SMILES string ... CSc1ccccc1NC1=NCCO1

Atoms and positions in Å:
C (1.9211, -2.6308, 1.0086)
S (2.4394, -1.8681, -0.6081)
C (2.0809, -0.1311, -0.3397)
C (3.1876, 0.7126, -0.3186)
C (2.9844, 2.0574, -0.1399)
C (1.6761, 2.5420, -0.1261)
C (0.5616, 1.7239, -0.1170)
C (0.7107, 0.2649, -0.2824)
N (-0.2524, -0.6920, -0.3903)
C (-1.5839, -0.4511, -0.3014)
N (-2.4982, -1.0297, -1.0586)
C (-3.7557, -0.4115, -0.7080)
C (-3.5026, 0.3569, 0.6053)
O (-2.0328, 0.4694, 0.5473)
H (2.1897, -3.7293, 0.9545)
H (0.8371, -2.6689, 1.1251)
H (2.4124, -2.0713, 1.7872)
H (4.1709, 0.2762, -0.2631)
H (3.8160, 2.7865, -0.1154)
H (1.4788, 3.6298, -0.1282)
H (-0.4511, 2.0814, -0.0386)
H (-0.0973, -1.5324, -0.9733)
H (-4.5978, -1.1045, -0.6061)
H (-4.0656, 0.2265, -1.5561)
H (-3.8275, 1.3640, 0.5450)
H (-3.8018, -0.1708, 1.4980)

=====

C26H32Cl2O2S2Y | ωB97M-V with the def2-TZVPD basis set

Lowest unoccupied orbital energy ... -9.13 eV
HOMO-LUMO gap ... 8.16 eV
Molecular weight ... 600.5 g mol⁻¹
Maximum force ... 1.80 eV/A
Relative energy (zero: lowest compared OMol25 entry of this formula, charge and spin) ... 13.2 kcal per mole
HOMO ... -17.2825 eV
Net charge ... +3

Atoms and positions in Å:
Y (-0.9686, -0.9980, 0.3770)
C (-3.1595, -4.4123, 1.5703)
C (-2.7311, -3.4700, 0.4906)
C (-1.6628, -3.7917, -0.3587)
C (-1.3539, -3.0082, -1.4768)
C (-0.3209, -3.4580, -2.4645)
C (-2.1249, -1.8504, -1.7200)
C (-3.2178, -1.5064, -0.8919)
C (-4.1889, -0.4412, -1.3100)
C (-3.4684, -2.3002, 0.2383)
H (-3.9021, -5.0971, 1.1496)
H (-3.6427, -3.8997, 2.4016)
H (-2.3393, -5.0316, 1.9326)
H (-1.1416, -4.7321, -0.2162)
H (0.5349, -3.9292, -1.9811)
H (0.0293, -2.6427, -3.0952)
H (-0.7690, -4.2098, -3.1192)
H (-2.0104, -1.3432, -2.6727)
H (-4.9753, -0.9172, -1.9011)
H (-3.7315, 0.3206, -1.9404)
H (-4.6734, 0.0379, -0.4603)
H (-4.3513, -2.1018, 0.8365)
Cl (-1.6603, -1.3656, 3.0538)
C (-0.4396, -2.6288, 3.3365)
Cl (0.5437, -2.7545, 1.8517)
H (-0.9351, -3.5758, 3.5160)
H (0.1963, -2.3352, 4.1646)
O (-1.4964, 0.9178, 0.9059)
S (-1.2922, 2.1511, 1.8279)
C (-0.7163, 3.4361, 0.6804)
C (0.5343, 3.0818, -0.1393)
C (0.3035, 3.0537, -1.6568)
C (-0.3844, 1.8008, -2.1836)
S (0.6260, 0.2549, -2.3183)
O (0.5197, -0.3891, -0.8941)
C (2.2895, 0.8775, -2.4245)
C (2.7248, 1.2693, -3.6849)
C (4.0073, 1.7790, -3.8114)
C (4.8345, 1.8680, -2.6986)
C (4.3881, 1.4459, -1.4518)
C (3.1044, 0.9440, -1.3049)
C (0.2498, 1.8043, 2.6853)
C (1.0295, 0.7034, 2.3543)
C (2.2202, 0.4744, 3.0236)
C (2.6174, 1.3454, 4.0315)
C (1.8257, 2.4351, 4.3697)
C (0.6320, 2.6686, 3.7006)
H (-0.5548, 4.3007, 1.3277)
H (-1.5871, 3.6541, 0.0574)
H (0.9487, 2.1242, 0.1779)
H (1.3008, 3.8259, 0.0728)
H (1.2631, 3.1746, -2.1578)
H (-0.3017, 3.9125, -1.9557)
H (-0.7442, 1.9581, -3.2025)
H (-1.2320, 1.4996, -1.5635)
H (2.0851, 1.1769, -4.5559)
H (4.3648, 2.0916, -4.7829)
H (5.8395, 2.2529, -2.8066)
H (5.0432, 1.5023, -0.5931)
H (2.7520, 0.5907, -0.3442)
H (0.7331, 0.0371, 1.5474)
H (2.8446, -0.3710, 2.7624)
H (3.5467, 1.1695, 4.5567)
H (2.1302, 3.1034, 5.1637)
H (0.0145, 3.5170, 3.9743)